(1)
This record from the OMol25 dataset describes one molecule with the formula C6H12NO4P in a non-equilibrium geometry. The level of theory is ωB97M-V/def2-TZVPD.

Positions of all 24 atoms, in Å:
C 2.75 -1.67 -0.06
C 1.60 -0.65 0.13
C 1.22 0.00 -1.21
N -0.10 0.67 -1.24
C -0.51 1.23 0.01
O -1.40 2.37 -0.12
C -1.83 2.49 1.19
O -1.73 3.38 1.89
O -2.37 1.25 1.49
C -1.50 0.32 0.82
P -2.39 -1.05 -0.05
O -1.97 -2.38 0.46
H 3.68 -1.20 -0.39
H 2.43 -2.41 -0.81
H 2.87 -2.21 0.89
H 0.76 -1.22 0.55
H 1.93 0.10 0.85
H 1.99 0.70 -1.57
H 1.19 -0.81 -1.95
H -0.11 1.41 -1.93
H 0.27 1.65 0.68
H -0.90 -0.16 1.61
H -3.78 -0.84 0.17
H -2.10 -0.97 -1.43

Calculated values
* charge: 0
* energy: -932.857830 Ha
* SMILES: CCCN[C@H]1OC(=O)O[C@H]1[PH2]=O
* orbital gap: 10.42 eV
* energy above the lowest of the compared OMol25 structures with the same formula, charge and spin: 3.309 eV
* E_LUMO: 0.674 eV

(2)
This record from the OMol25 dataset describes a 2-piece molecular cluster, C6H12NO5PS overall in a non-equilibrium geometry. The level of theory is ωB97M-V/def2-TZVPD.

Positions of all 26 atoms, in Å:
C 0.34 -0.32 0.81
C 0.59 1.16 -1.22
C -1.33 -0.54 -0.93
C 0.94 0.35 -2.52
C -0.76 -1.12 -2.20
C -0.10 0.19 -0.30
N 1.50 0.38 1.42
O -0.21 -1.27 1.56
O -1.97 2.25 0.33
O -0.51 2.13 2.20
O -0.26 -0.17 -3.07
O 1.34 0.39 2.82
P 0.52 -2.07 2.83
S -1.59 1.43 1.44
H 1.51 1.60 -0.86
H 0.00 1.96 -1.60
H -2.06 0.25 -1.12
H -1.67 -1.22 -0.24
H 1.29 1.04 -3.16
H 1.70 -0.49 -2.30
H 0.05 -1.80 -1.97
H -1.65 -1.36 -2.65
H 2.36 0.04 1.13
H 0.72 1.21 2.96
H -0.67 -2.83 2.76
H -0.07 -1.19 3.86

Calculated values
* charge: 0
* energy: -1406.145510 Ha
* orbital gap: 7.80 eV
* energy above the lowest of the compared OMol25 structures with the same formula, charge and spin: 5.111 eV
* E_LUMO: -0.851 eV

(3)
This record from the OMol25 dataset describes a 2-piece molecular cluster, C6H12NOS overall in a non-equilibrium geometry. The level of theory is ωB97M-V/def2-TZVPD.

Positions of all 21 atoms, in Å:
C 1.98 -0.08 -0.41
C 1.00 -1.23 -0.79
C 1.43 0.37 0.89
C -0.49 -0.78 -0.92
C -0.08 0.75 1.00
C -0.99 -0.40 0.52
N -2.38 0.11 0.58
O -1.79 2.29 -0.71
S -3.38 -0.74 -0.25
H 2.97 -0.47 -0.13
H 1.91 0.71 -1.12
H 1.21 -1.75 -1.64
H 1.08 -1.95 0.02
H 1.65 -0.57 1.44
H 1.94 1.31 1.13
H -0.74 0.11 -1.51
H -1.14 -1.61 -1.17
H -0.35 0.97 2.03
H -0.36 1.54 0.27
H -0.99 -1.32 1.12
H -2.49 2.76 -0.37

Calculated values
* charge: -1
* energy: -763.897460 Ha
* orbital gap (alpha / beta): 6.26 / 6.25 eV
* energy above the lowest of the compared OMol25 structures with the same formula, charge and spin: 3.065 eV
* E_LUMO (alpha / beta): 3.231 / 3.230 eV

(4)
This record from the OMol25 dataset describes an isolated ion of composition C6H12NOS and charge +1 in a non-equilibrium geometry. The level of theory is ωB97M-V/def2-TZVPD.

Positions of all 21 atoms, in Å:
C -2.58 0.03 0.06
C 0.26 0.20 0.04
C -0.41 -1.06 0.36
C 1.53 0.37 0.93
C 0.16 -2.22 -0.48
C -0.30 2.55 -0.57
N -0.48 1.42 0.24
O -1.83 -1.03 0.13
S -4.28 0.08 0.21
H 0.55 0.13 -1.09
H -0.21 -1.19 1.46
H 2.26 -0.55 1.11
H 1.06 0.63 1.89
H 2.16 1.28 0.64
H 0.18 -2.01 -1.63
H -0.49 -3.16 -0.43
H 1.14 -2.56 0.02
H 0.67 2.97 -0.32
H -1.03 3.28 -0.41
H -0.23 2.31 -1.62
H -4.40 -1.27 0.38

Calculated values
* charge: +1
* energy: -763.545776 Ha
* orbital gap (alpha / beta): 7.55 / 8.74 eV
* energy above the lowest of the compared OMol25 structures with the same formula, charge and spin: 5.332 eV
* E_LUMO (alpha / beta): -6.091 / -4.806 eV

(5)
This record from the OMol25 dataset describes a 2-piece molecular cluster, C6H12NS overall in a non-equilibrium geometry. The level of theory is ωB97M-V/def2-TZVPD.

Positions of all 20 atoms, in Å:
C -0.33 1.78 -0.61
C 2.14 0.42 0.71
C 2.09 -0.72 0.11
C -1.37 1.16 -0.44
C 3.27 -1.49 0.28
C -2.90 -0.70 0.20
N -2.70 0.74 -0.40
S -4.71 -0.99 -0.04
H 0.55 2.29 -0.92
H 1.56 1.09 0.49
H 2.73 0.83 1.53
H 1.03 -0.90 -0.36
H 3.47 -2.29 -0.45
H 4.20 -0.86 0.27
H 3.06 -1.88 1.32
H -2.21 -1.43 -0.11
H -2.69 -0.65 1.26
H -3.28 1.41 0.20
H -3.12 0.87 -1.28
H -4.76 -0.89 -1.29

Calculated values
* charge: +1
* energy: -688.256608 Ha
* orbital gap: 7.89 eV
* energy above the lowest of the compared OMol25 structures with the same formula, charge and spin: 6.838 eV
* E_LUMO: -3.972 eV

(6)
This record from the OMol25 dataset describes an isolated ion of composition C6H12NS and charge +1 in a non-equilibrium geometry. The level of theory is ωB97M-V/def2-TZVPD.

Positions of all 20 atoms, in Å:
C 1.38 -1.65 -0.49
C 1.77 -0.23 -0.77
C -1.36 2.01 0.33
C -1.25 1.19 -0.88
C 0.54 -0.52 0.03
C -0.81 -0.32 -0.51
N 0.70 -0.27 1.55
S -2.02 -1.37 0.15
H 0.98 -2.26 -1.27
H 1.97 -2.22 0.22
H 2.63 0.17 -0.27
H 1.63 0.15 -1.77
H -0.49 2.47 0.77
H -2.23 1.90 0.96
H -2.20 1.10 -1.40
H -0.49 1.57 -1.57
H 1.39 -0.91 1.95
H -0.21 -0.42 2.01
H 1.00 0.70 1.72
H -2.96 -1.09 -0.76

Calculated values
* charge: +1
* energy: -688.356653 Ha
* orbital gap (alpha / beta): 8.07 / 9.32 eV
* energy above the lowest of the compared OMol25 structures with the same formula, charge and spin: 0.000 eV
* multiplicity: 3
* E_LUMO (alpha / beta): -3.377 / -4.779 eV

(7)
This record from the OMol25 dataset describes one molecule with the formula C6H12O in a non-equilibrium geometry. The level of theory is ωB97M-V/def2-TZVPD.

Positions of all 19 atoms, in Å:
C 2.69 0.72 0.23
C 1.58 -0.13 -0.35
O 0.54 -0.15 0.59
C -0.49 -1.06 0.34
C -1.64 -0.76 1.23
C -1.75 -0.47 -0.26
C -1.65 0.90 -0.91
H 3.03 0.30 1.18
H 2.33 1.74 0.42
H 3.54 0.78 -0.46
H 1.94 -1.16 -0.53
H 1.23 0.27 -1.31
H -0.16 -2.08 0.14
H -1.56 0.07 1.92
H -2.21 -1.62 1.57
H -2.57 -1.11 -0.58
H -1.13 0.88 -1.88
H -2.64 1.32 -1.09
H -1.09 1.58 -0.26

Calculated values
* charge: 0
* energy: -310.994942 Ha
* SMILES: CCO[C@H]1C[C@H]1C
* orbital gap: 10.37 eV
* energy above the lowest of the compared OMol25 structures with the same formula, charge and spin: 1.751 eV
* E_LUMO: 1.155 eV

(8)
This record from the OMol25 dataset describes one molecule with the formula C6H12O in a non-equilibrium geometry. The level of theory is ωB97M-V/def2-TZVPD.

Positions of all 19 atoms, in Å:
C 1.95 -1.32 -0.57
C 0.76 -0.42 -0.54
O 1.06 0.59 0.83
C -0.03 1.72 0.22
C -1.39 1.14 0.55
C -1.70 -0.16 -0.20
C -0.50 -1.11 -0.09
H 2.87 -0.79 -0.84
H 1.77 -2.07 -1.35
H 2.12 -1.86 0.38
H 1.92 0.97 0.55
H 0.26 2.54 0.86
H 0.09 1.97 -0.85
H -1.41 0.97 1.63
H -2.16 1.89 0.32
H -1.88 0.06 -1.25
H -2.62 -0.61 0.21
H -0.65 -1.96 -0.78
H -0.44 -1.54 0.93

Calculated values
* charge: 0
* energy: -310.891108 Ha
* orbital gap: 7.33 eV
* energy above the lowest of the compared OMol25 structures with the same formula, charge and spin: 4.576 eV
* E_LUMO: 0.852 eV